# 1
{"formula": "C8H7NO5P2", "method": "ωB97M-V with the def2-TZVPD basis set", "species": ["O", "C", "C", "C", "C", "C", "C", "C", "C", "O", "N", "P", "P", "O", "O", "O", "H", "H", "H", "H", "H", "H", "H"], "positions_angstrom": [[-0.58419, 2.93245, 0.89486], [-0.51480, 1.74868, 0.81334], [-1.47629, 0.76442, 0.25919], [-2.65201, 0.96683, -0.44322], [-3.36092, -0.16868, -0.82878], [-2.92098, -1.45157, -0.50410], [-1.73400, -1.62672, 0.20156], [-1.01875, -0.49731, 0.56047], [0.27660, -0.38920, 1.28198], [0.89861, -1.26901, 1.77691], [0.61923, 0.99491, 1.29438], [2.08937, 1.56326, 0.51467], [2.98666, -0.26275, -0.28869], [2.05934, -1.22887, -0.88937], [4.03716, 0.29374, -1.37544], [3.89232, -0.84548, 0.86096], [-2.98716, 1.96454, -0.67650], [-4.27489, -0.06252, -1.39341], [-3.49736, -2.31418, -0.79180], [-1.35887, -2.60344, 0.46453], [1.60424, 2.07652, -0.71427], [3.80807, 1.18117, -1.67681], [4.10862, -1.76681, 0.65957]], "forces_ev_per_a": [[-0.1, 0.8, -0.3], [0.1, -0.8, 0.2], [-0.3, 0.2, 0.0], [0.0, -0.3, 0.1], [0.0, 0.1, 0.0], [0.5, 0.3, 0.3], [0.0, 0.0, 0.1], [-0.3, -0.3, 0.0], [-0.8, 0.0, -0.5], [0.7, -0.4, 0.5], [0.0, 0.1, -0.8], [1.0, 0.9, 1.5], [-0.8, -0.5, -1.3], [-0.1, -0.1, 0.1], [0.0, 0.5, 0.5], [0.4, 0.1, 0.1], [-0.1, 0.1, 0.0], [-0.1, 0.1, 0.0], [-0.1, -0.1, -0.1], [0.0, -0.1, 0.0], [-0.2, -0.6, -0.2], [0.2, -0.1, -0.3], [-0.1, -0.1, 0.2]], "mulliken_charge": [-0.5294, 0.0741, 0.4235, -0.5441, -0.3877, -0.5367, -0.4104, 0.6502, -0.1452, -0.4797, 0.1184, -0.2097, 1.0143, -0.5787, -0.5198, -0.4692, 0.4897, 0.3901, 0.4049, 0.4919, 0.0799, 0.3240, 0.3496], "lumo_energy_ev": -0.435, "gap_ev": 8.877, "smiles": "O=C1c2ccccc2C(=O)N1PP(=O)(O)O", "energy_ha": -1422.829920, "charge": 0}


# 2
{"formula": "C24H43ErIP2", "method": "ωB97M-V with the def2-TZVPD basis set", "species": ["Er", "C", "C", "C", "C", "C", "C", "H", "H", "H", "C", "H", "H", "H", "C", "H", "H", "H", "C", "H", "H", "H", "C", "H", "H", "H", "C", "C", "C", "C", "C", "C", "C", "C", "H", "H", "H", "H", "H", "H", "H", "H", "H", "H", "H", "H", "P", "P", "C", "C", "H", "H", "H", "H", "C", "H", "H", "H", "C", "H", "H", "H", "C", "H", "H", "H", "C", "H", "H", "H", "I"], "positions_angstrom": [[1.26046, 2.50416, 0.80086], [1.49534, 4.93008, 0.71999], [0.17487, 4.64301, 0.21021], [0.20228, 4.07139, 2.45544], [1.50640, 4.56501, 2.11497], [-0.61939, 4.13142, 1.29270], [2.58804, 5.53753, -0.08043], [2.44415, 5.35031, -1.15107], [3.56025, 5.11454, 0.21175], [2.61059, 6.62687, 0.07907], [2.67537, 4.50309, 3.02679], [3.62195, 4.60611, 2.46583], [2.71890, 3.52666, 3.54255], [2.62333, 5.29415, 3.79041], [-0.18568, 3.49393, 3.77509], [-0.37967, 4.29766, 4.50196], [0.61754, 2.86157, 4.18830], [-1.09911, 2.88872, 3.69281], [-2.07598, 3.83548, 1.24123], [-2.66008, 4.71943, 1.54566], [-2.33764, 3.01095, 1.92032], [-2.39491, 3.55523, 0.23454], [-0.33832, 5.04229, -1.12422], [-0.82553, 6.03577, -1.07025], [-1.08381, 4.32903, -1.50868], [0.46631, 5.10353, -1.86800], [2.70960, 0.98505, -0.50846], [2.48401, 2.12344, -1.23674], [1.59150, 2.23901, -2.44617], [0.25214, 1.48501, -2.31987], [-0.38774, 1.58191, -0.94321], [-0.23810, 0.66197, 0.06829], [0.66330, -0.56402, -0.00680], [2.07620, -0.37201, -0.65176], [2.11488, 1.87334, -3.34267], [0.39171, 0.43152, -2.61312], [1.40796, 3.30705, -2.63204], [2.02690, -0.67223, -1.70918], [3.57535, 1.02877, 0.17804], [3.21929, 2.93129, -1.08456], [2.74020, -1.09165, -0.14506], [0.80296, -0.92879, 1.02572], [-1.00097, 0.61644, 0.86649], [0.13389, -1.38162, -0.53428], [-0.45459, 1.93530, -3.03849], [-1.27095, 2.23635, -0.91881], [-0.45684, -4.60022, -0.80708], [-3.10842, -5.55492, 0.52512], [-1.08581, -6.29372, -1.31150], [-2.05026, -6.87771, -0.27385], [-0.21575, -6.95421, -1.43479], [-1.57530, -6.18326, -2.29187], [-2.71381, -7.62861, -0.72709], [-1.49740, -7.35486, 0.55018], [-3.90925, -6.60644, 1.79564], [-4.73098, -6.03578, 2.24246], [-3.17556, -6.83605, 2.57622], [-4.29785, -7.53723, 1.36716], [-4.48273, -5.57783, -0.70758], [-4.82199, -6.60689, -0.88804], [-4.15243, -5.11784, -1.64724], [-5.30724, -4.98344, -0.29174], [1.31498, -5.03688, -0.56213], [1.89054, -4.11291, -0.41807], [1.70082, -5.58483, -1.43209], [1.40824, -5.65629, 0.33940], [-0.32539, -3.83710, -2.47314], [-1.33639, -3.63180, -2.84618], [0.19660, -4.50591, -3.16847], [0.21971, -2.88718, -2.39150], [5.10934, 2.99793, 1.26105]], "forces_ev_per_a": [[1.3, 1.6, 3.3], [-1.3, -0.2, 0.6], [0.4, 0.3, 1.1], [0.3, 0.2, -0.9], [-0.8, 0.0, -0.8], [0.7, 0.2, -0.1], [0.6, 0.2, 0.0], [0.1, 0.1, 0.2], [-0.2, 0.3, -0.1], [0.0, -0.3, -0.1], [0.6, 0.5, 0.3], [-0.7, 0.1, 0.6], [0.1, 0.4, 0.0], [-0.1, -0.2, -0.1], [-0.1, -0.1, 0.3], [0.1, -0.3, -0.1], [-0.2, 0.2, 0.0], [0.2, 0.2, 0.1], [-0.4, -0.2, 0.2], [0.1, -0.3, -0.1], [-0.1, 0.3, -0.2], [-0.1, 0.1, 0.1], [-0.4, 0.2, -0.6], [0.2, -0.5, -0.1], [0.1, 0.3, 0.1], [-0.2, 0.1, 0.2], [0.9, 0.2, -1.7], [1.6, -2.1, -1.3], [-0.3, 0.4, 0.0], [0.1, 0.1, -0.1], [-1.6, -1.9, -0.1], [-1.1, -0.4, -2.1], [0.4, 0.3, 0.7], [-0.3, -0.6, -0.2], [0.1, 0.1, 0.3], [-0.2, 0.4, 0.3], [0.0, -0.3, 0.0], [0.1, 0.2, 0.3], [-0.4, 0.3, 0.1], [-0.3, -0.1, 0.4], [-0.2, 0.3, -0.3], [-0.1, 0.0, -0.4], [0.4, 0.5, -0.2], [0.1, 0.4, 0.2], [0.3, -0.3, 0.3], [0.6, 0.0, 0.4], [0.4, -0.1, -0.1], [-0.4, -0.6, -0.1], [0.0, 0.2, 0.0], [-0.2, 0.2, 0.3], [-0.2, 0.1, -0.2], [0.1, -0.1, 0.3], [0.2, 0.0, 0.2], [-0.1, 0.1, -0.3], [0.0, 0.0, 0.1], [0.1, -0.2, 0.0], [-0.2, 0.0, -0.1], [0.0, 0.1, 0.1], [0.0, 0.2, 0.1], [0.0, 0.3, 0.0], [-0.2, -0.1, 0.1], [0.1, -0.1, -0.3], [0.0, 0.0, 0.0], [0.0, -0.3, 0.0], [0.1, 0.1, 0.2], [0.1, 0.2, -0.2], [0.0, -0.1, -0.1], [0.2, 0.0, 0.0], [-0.1, 0.2, 0.0], [-0.1, -0.2, -0.1], [-0.4, -0.7, -0.4]], "mulliken_charge": [-0.0298, 0.4556, 0.6408, 0.4622, 0.5619, 0.5509, -1.1503, 0.2899, 0.2004, 0.3457, -1.3003, 0.1457, 0.3102, 0.3629, -1.3921, 0.3422, 0.2823, 0.3320, -1.5043, 0.3286, 0.3602, 0.3203, -1.3493, 0.3523, 0.2935, 0.3530, -0.4188, 0.0423, -0.9235, -0.9956, -0.1248, -0.4352, -0.6245, -0.6685, 0.5776, 0.2269, 0.2714, 0.2325, 0.0863, 0.7436, 0.5776, 0.4165, 0.6607, 0.0596, 0.5123, 0.5507, 0.4618, 0.1722, -0.8248, -0.9489, 0.4330, 0.4243, 0.4845, 0.4058, -1.1121, 0.3757, 0.3453, 0.3213, -1.1207, 0.3420, 0.2788, 0.3766, -1.1670, 0.2279, 0.3676, 0.3456, -1.0623, 0.2902, 0.4346, 0.2090, -0.3920], "lumo_energy_ev": [-4.973, -4.879], "gap_ev": [4.725, 4.819], "energy_ha": -2935.466973, "charge": 1, "multiplicity": 4}